Record 1
Entry from OMol25: C28H62Cl6F2IMg2N6O16P2S as an isolated structure (ωB97M-V/def2-TZVPD).

- Charge: -1
- Energy above the lowest of the compared OMol25 structures with the same formula, charge and spin: 8.4769 eV
- E_HOMO: -5.60 eV
- Kohn-Sham gap: 1.1 eV

Geometry (Å):
C  1.23273  -7.55143  1.76525
C  0.43979  -6.31482  1.58227
C  1.03856  -4.90427  2.21202
I  2.51640  -5.52967  3.67912
C  -0.14677  -4.13722  3.05897
N  -0.13654  -2.64199  2.91515
P  -1.21591  -2.00879  4.14643
O  -1.63341  -0.52054  4.07621
O  -2.69123  -2.93084  4.35809
O  -0.37218  -2.20874  5.67130
C  -0.35934  -2.12332  1.47309
C  0.33416  -0.65766  1.54170
C  -0.42725  0.53453  0.75454
C  -1.05348  1.69519  1.75261
C  -0.46154  3.15728  1.25505
N  0.95573  3.20019  1.82273
C  -1.97302  -2.11953  1.27780
C  -2.48566  -2.20433  -0.26982
C  -4.05125  -1.69248  -0.38801
C  -4.33368  -1.38794  -1.98620
C  -3.68098  0.05623  -2.34719
O  -4.38548  0.67978  -3.46813
C  -4.08990  -0.05936  -4.71940
C  0.29460  -3.21748  0.50036
C  0.65195  -2.89118  -1.01692
C  1.14059  -1.45478  -1.49778
C  1.66336  -1.62395  -3.05653
C  2.24018  -0.18957  -3.61605
S  2.87829  -0.49195  -5.34206
O  3.27227  -1.99407  -5.45876
O  4.12506  0.33050  -5.70442
Cl  1.26675  -0.15599  -6.64336
N  1.45247  -4.01832  1.10595
C  2.70134  -3.24454  1.25703
C  3.94547  -4.16017  0.65435
C  4.79758  -3.40216  -0.49660
N  6.27026  -3.44135  -0.09484
H  2.32606  -7.62950  1.34925
H  0.85395  -8.46531  2.36870
H  -0.54569  -6.31524  0.97763
H  -0.04674  -4.39291  4.19719
H  -1.15285  -4.64620  2.72433
H  0.84675  -2.33081  3.15455
H  -3.47912  -2.34118  4.18605
H  -1.09834  -2.27389  6.35242
H  0.49740  -0.25873  2.63899
H  1.43032  -0.67780  1.11360
H  0.37799  1.11387  0.12244
H  -1.23630  0.21222  -0.00035
H  -2.20158  1.69688  1.61652
H  -0.69434  1.58441  2.84928
H  -0.45674  3.23626  0.08879
H  -1.12276  3.98459  1.73617
H  1.55813  3.84444  1.27772
H  0.93565  3.42686  2.83523
H  -2.39213  -3.10280  1.77296
H  -2.49786  -1.15996  1.70984
H  -2.50979  -3.31463  -0.64408
H  -1.86015  -1.57533  -1.01351
H  -4.71404  -2.57219  -0.00983
H  -4.25488  -0.74637  0.24592
H  -5.47575  -1.46579  -2.19622
H  -3.71945  -2.20737  -2.55669
H  -3.74038  0.77117  -1.41639
H  -2.54113  -0.05401  -2.63241
H  -3.26929  -0.87451  -4.54871
H  -3.75702  0.69305  -5.55267
H  -5.08687  -0.55235  -5.06990
H  -0.54883  -4.04260  0.38890
H  1.48740  -3.66085  -1.33678
H  -0.25379  -3.17820  -1.71456
H  0.19681  -0.75329  -1.58827
H  2.01840  -0.95852  -0.93670
H  0.85458  -2.08572  -3.75045
H  2.59391  -2.32709  -2.98485
H  1.46236  0.66454  -3.54685
H  3.16608  0.16268  -2.98207
H  2.77844  -2.26886  0.60317
H  2.93911  -2.85239  2.34328
H  3.49636  -5.17164  0.27996
H  4.63780  -4.45078  1.56069
H  4.44031  -2.33307  -0.75624
H  4.72803  -4.07155  -1.45952
H  6.39115  -2.94497  0.81622
H  6.78924  -2.92195  -0.85060
F  2.31145  2.52561  3.74187
Mg  0.83940  -6.69316  5.57140
Cl  3.61850  -5.84066  -2.19270
C  4.19363  -5.96139  -3.87540
C  3.48555  -4.98145  -4.79433
Cl  1.77147  -5.40483  -5.03363
H  4.05698  -6.99426  -4.20651
H  5.26553  -5.74818  -3.85922
H  3.95469  -4.99135  -5.78152
H  3.53152  -3.96011  -4.40691
O  1.77654  -3.33823  -8.90437
P  2.58946  -2.29203  -9.68088
O  1.86082  -0.94102  -9.63221
O  2.74082  -2.73827  -11.14256
O  3.97999  -2.15184  -9.04484
C  -3.09428  6.88374  2.66620
O  -1.90714  6.17450  2.35819
H  -3.81350  6.19382  3.11041
H  -2.87118  7.68239  3.38159
H  -3.51570  7.30719  1.75191
H  -1.28567  6.80903  1.96515
Mg  -1.84839  9.04726  3.20749
C  -6.73840  8.04210  1.80018
O  -5.53396  8.22828  1.89842
N  -7.65048  8.95322  2.19616
N  -7.26026  6.90949  1.28734
H  -8.64396  8.81915  2.12375
H  -7.29966  9.81595  2.58602
H  -6.60963  6.20153  0.97862
H  -8.24645  6.73756  1.19806
C  2.32494  10.95738  2.29677
Cl  1.74399  11.16361  3.95231
Cl  1.68392  9.47257  1.58436
H  1.99856  11.81069  1.70023
H  3.41480  10.90493  2.30133
F  -0.96598  0.73234  -2.00646
O  1.08074  8.42594  5.55923
Cl  2.45595  7.97454  5.67816
O  3.20623  8.92152  6.47754
O  3.04660  7.88027  4.35798
O  2.48232  6.67426  6.31479

Löwdin population analysis, charges in e, atoms 1 to 99:
1 C -0.094
2 C -0.136
3 C -0.673
4 I 0.843
5 C -0.205
6 N -0.112
7 P 0.751
8 O -0.283
9 O -0.185
10 O -0.169
11 C -0.272
12 C -0.099
13 C -0.178
14 C -0.156
15 C -0.198
16 N 0.097
17 C -0.131
18 C -0.188
19 C -0.198
20 C -0.174
21 C -0.251
22 O -0.264
23 C -0.112
24 C -0.188
25 C -0.127
26 C -0.204
27 C -0.200
28 C -0.260
29 S 0.488
30 O -0.437
31 O -0.406
32 Cl 0.385
33 N -0.163
34 C -0.227
35 C -0.188
36 C -0.295
37 N -0.059
38 H 0.077
39 H 0.072
40 H 0.119
41 H 0.030
42 H 0.151
43 H 0.175
44 H 0.107
45 H 0.099
46 H 0.122
47 H 0.113
48 H 0.113
49 H 0.080
50 H 0.106
51 H 0.099
52 H 0.136
53 H 0.102
54 H 0.111
55 H 0.067
56 H 0.119
57 H 0.125
58 H 0.123
59 H 0.098
60 H 0.105
61 H 0.101
62 H 0.117
63 H 0.112
64 H 0.128
65 H 0.092
66 H 0.101
67 H 0.100
68 H 0.090
69 H 0.146
70 H 0.125
71 H 0.137
72 H 0.083
73 H 0.101
74 H 0.134
75 H 0.097
76 H 0.111
77 H 0.124
78 H 0.106
79 H 0.103
80 H 0.060
81 H 0.084
82 H 0.109
83 H 0.028
84 H 0.063
85 H 0.076
86 F -0.442
87 Mg 0.139
88 Cl 0.608
89 C -0.615
90 C -0.653
91 Cl 0.548
92 H 0.067
93 H 0.078
94 H 0.090
95 H 0.027
96 O -0.218
97 P -0.120
98 O -0.260
99 O -0.217



Record 2
Entry from OMol25: C28H62F6NO18S2Zn as an isolated structure (ωB97M-V/def2-TZVPD).

- Charge: -1
- Energy above the lowest of the compared OMol25 structures with the same formula, charge and spin: 3.7548 eV
- E_HOMO: -3.85 eV
- Kohn-Sham gap: 5.0 eV

Geometry (Å):
Zn  -1.04543  2.32370  0.86528
C  -2.94120  3.22203  -2.95047
C  -3.99421  3.47425  -3.93181
C  -5.45961  3.96274  -3.39941
O  -6.23463  4.32075  -4.24933
C  -5.71350  3.80530  -1.96557
C  -4.71647  3.40056  -1.12201
C  -3.24049  3.17484  -1.62025
O  -2.30709  2.82594  -0.78425
O  -5.10854  3.32167  0.13519
O  -3.89286  3.48323  -5.17423
H  -1.91962  3.09616  -3.27750
H  -6.70282  4.04888  -1.60735
C  -1.67874  -1.01375  -0.42860
F  -1.73917  -1.75567  0.75286
F  -1.88065  -1.88663  -1.35733
F  -2.63945  -0.11981  -0.41961
S  0.11673  -0.11862  -0.59260
O  1.03763  -1.23962  -0.65690
O  0.10751  0.72520  -1.78905
N  0.01272  0.79796  0.92084
S  0.99993  -0.01191  1.93435
O  0.86811  0.59167  3.27839
O  0.90587  -1.46841  1.98540
C  2.85101  0.48280  1.43770
F  2.76215  1.45832  0.47586
F  3.43430  0.95142  2.58777
F  3.39933  -0.59731  0.99397
C  -0.47349  -4.57609  -4.41297
C  0.00664  -4.29267  -2.92656
O  1.04228  -5.19137  -2.62465
H  0.24554  -4.12044  -5.09377
H  -1.36190  -3.96945  -4.58852
H  -0.75283  -5.59981  -4.66209
H  -0.81258  -4.27942  -2.20767
H  0.47142  -3.30675  -2.92068
H  1.86106  -4.78760  -2.32770
C  0.91795  4.97412  -1.64736
C  1.27006  3.69778  -0.68403
O  0.43297  3.68081  0.42768
H  0.91033  5.90819  -1.08562
H  -0.07390  4.89163  -2.09180
H  1.58259  4.99052  -2.51113
H  2.30250  3.85063  -0.36968
H  1.16492  2.74729  -1.20711
H  0.79075  4.38348  0.97527
C  -0.93113  2.97350  5.00733
C  -0.18504  3.76312  3.86767
O  -1.12394  3.58116  2.77283
H  -0.26663  2.90195  5.86838
H  -1.13054  1.92046  4.80871
H  -1.85061  3.37571  5.43264
H  0.87895  3.64820  3.66074
H  -0.22055  4.81135  4.16444
H  -1.93617  4.02494  3.02765
C  3.48070  -2.49985  -1.93959
C  3.48726  -3.55524  -0.81062
O  3.67748  -4.82292  -1.30335
H  4.36585  -2.50418  -2.57567
H  3.26877  -1.44808  -1.74734
H  2.76372  -2.95780  -2.62099
H  2.47863  -3.62631  -0.40352
H  4.17842  -3.19062  -0.05072
H  4.53564  -5.15864  -1.03418
C  -1.51402  -1.05165  -4.43874
C  -1.60540  0.40733  -4.57681
O  -2.59829  0.85049  -5.49286
H  -0.68782  -1.47597  -3.86826
H  -1.32633  -1.49907  -5.41480
H  -2.43649  -1.42170  -3.99130
H  -0.60552  0.77767  -4.80303
H  -1.92076  0.86973  -3.64149
H  -2.87785  1.74792  -5.29771
C  0.78700  -1.98837  5.11093
C  0.70838  -3.50107  5.33224
O  1.45756  -3.87633  6.39620
H  -0.07177  -1.49827  4.65221
H  1.64615  -1.77425  4.47523
H  0.88610  -1.47965  6.06983
H  1.01236  -3.88168  4.35713
H  -0.30660  -3.82511  5.56227
H  1.29585  -4.80302  6.58777
C  3.31949  1.81652  -3.24320
C  2.24585  1.24043  -4.19927
O  2.76201  1.23694  -5.47832
H  4.32699  1.80778  -3.65908
H  3.34791  1.22942  -2.32526
H  3.10758  2.84481  -2.95030
H  1.35173  1.85874  -4.11971
H  2.04217  0.23242  -3.83798
H  3.41869  0.53841  -5.52754
C  -4.10955  -0.20339  2.71760
C  -3.27631  1.02873  2.95122
O  -2.92854  1.58999  1.67082
H  -3.54514  -0.98729  2.21258
H  -4.92451  0.10536  2.06291
H  -4.60382  -0.61472  3.59771
H  -2.41416  0.87733  3.60074
H  -3.94432  1.71934  3.46591
H  -3.74497  1.75463  1.19339
C  -4.94289  -3.53769  -0.48581
C  -4.12359  -4.49057  0.49309
O  -3.90393  -5.75036  -0.13365
H  -5.98586  -3.81721  -0.33689
H  -4.66190  -3.60379  -1.53690
H  -4.82092  -2.47631  -0.26970
H  -4.65606  -4.72269  1.41542
H  -3.12590  -4.15360  0.77447
H  -3.22419  -6.19770  0.37572
C  6.42302  0.69456  3.67032
C  7.44146  0.57312  4.79943
O  8.72248  0.71488  4.25715
H  5.41642  0.54764  4.06181
H  6.64028  0.07780  2.79826
H  6.44260  1.70301  3.25710
H  7.42992  -0.43343  5.21757
H  7.20297  1.29230  5.58301
H  9.17654  1.43461  4.70148

Löwdin population analysis, charges in e, atoms 1 to 99:
1 Zn 0.742
2 C -0.016
3 C -0.289
4 C -0.364
5 O 0.029
6 C -0.029
7 C -0.356
8 C -0.315
9 O -0.143
10 O -0.151
11 O 0.003
12 H 0.100
13 H 0.098
14 C -0.597
15 F 0.070
16 F 0.181
17 F 0.163
18 S 0.733
19 O -0.296
20 O -0.277
21 N -0.341
22 S 0.655
23 O -0.324
24 O -0.288
25 C -0.565
26 F 0.095
27 F 0.106
28 F 0.181
29 C -0.062
30 C -0.294
31 O -0.081
32 H 0.067
33 H 0.047
34 H 0.067
35 H 0.099
36 H 0.080
37 H 0.025
38 C -0.018
39 C -0.257
40 O -0.116
41 H 0.064
42 H 0.065
43 H 0.062
44 H 0.108
45 H 0.078
46 H 0.115
47 C -0.069
48 C -0.204
49 O -0.121
50 H 0.070
51 H 0.047
52 H 0.080
53 H 0.116
54 H 0.104
55 H 0.114
56 C -0.073
57 C -0.335
58 O -0.058
59 H 0.072
60 H 0.050
61 H 0.054
62 H 0.112
63 H 0.111
64 H 0.100
65 C -0.101
66 C -0.345
67 O -0.057
68 H 0.054
69 H 0.080
70 H 0.081
71 H 0.097
72 H 0.086
73 H 0.026
74 C -0.086
75 C -0.371
76 O -0.056
77 H 0.061
78 H 0.057
79 H 0.076
80 H 0.109
81 H 0.109
82 H 0.090
83 C -0.067
84 C -0.333
85 O -0.061
86 H 0.072
87 H 0.049
88 H 0.052
89 H 0.105
90 H 0.100
91 H 0.087
92 C -0.067
93 C -0.258
94 O -0.133
95 H 0.061
96 H 0.090
97 H 0.081
98 H 0.096
99 H 0.118



Per-record DFT total energy, a.u.: -7374.97962, -5687.85095